# 1
20
Properties=species:S:1:pos:R:3 method="wB97M-V/def2-TZVPD" homo_lumo_gap_ev=8.84 smiles="O=C(O)c1cnc2ccccc2c1" relative_energy_kcal_mol=23.1 e_lumo_ev=-0.288 fmax_ev_per_a=6.16
O 3.051 1.438 -0.121
C 2.817 0.315 -0.020
O 3.741 -0.725 0.260
C 1.363 -0.016 -0.119
C 0.997 -1.313 0.131
N -0.205 -1.761 -0.047
C -1.165 -0.749 -0.071
C -2.488 -1.182 -0.132
C -3.586 -0.363 0.001
C -3.280 1.039 0.218
C -2.022 1.479 0.201
C -0.911 0.644 -0.082
C 0.508 1.011 -0.212
H 4.406 -0.006 -0.081
H 1.707 -2.069 0.242
H -2.700 -2.221 -0.276
H -4.592 -0.717 -0.270
H -4.031 1.885 0.354
H -1.908 2.563 0.109
H 0.827 1.993 -0.340

***

# 2
97
Properties=species:S:1:pos:R:3 method="wB97M-V/def2-TZVPD" homo_lumo_gap_ev=6.42 e_lumo_ev=2.180 fmax_ev_per_a=1.96 total_charge=-1
C 3.567 3.709 2.152
C 2.257 3.458 1.752
C 1.844 2.282 0.983
Al 2.914 1.941 -0.720
P 4.498 0.229 -0.276
N 3.989 -0.730 0.921
C 3.684 3.712 -1.373
Cl 2.247 4.749 -1.830
C 4.549 3.662 -2.631
C 5.211 5.036 -2.920
Cl 5.867 2.450 -2.478
H 4.330 4.059 1.466
H 3.891 3.616 3.186
H 1.467 4.159 2.062
H 1.826 1.445 1.683
H 0.808 2.436 0.654
H 1.894 1.414 -1.845
H 4.682 -0.571 -1.436
H 5.763 0.736 0.112
H 3.085 -0.422 1.260
H 4.230 4.284 -0.625
H 3.937 3.439 -3.500
H 4.773 5.809 -2.291
H 6.278 5.005 -2.714
H 5.041 5.347 -3.950
C 2.151 -3.385 1.640
C 1.138 -3.625 0.721
C 0.111 -4.510 1.026
C 0.090 -5.150 2.258
C 1.097 -4.908 3.182
C 2.127 -4.029 2.872
H 2.956 -2.697 1.392
H 1.154 -3.121 -0.237
H -0.673 -4.703 0.303
H -0.710 -5.840 2.499
H 1.080 -5.408 4.144
H 2.917 -3.847 3.591
C -4.446 1.749 -0.841
C -4.285 2.749 -1.791
C -3.030 3.299 -2.014
C -1.933 2.848 -1.293
C -2.094 1.846 -0.346
C -3.350 1.299 -0.117
H -5.425 1.321 -0.664
H -5.139 3.100 -2.359
H -2.906 4.082 -2.751
H -0.952 3.274 -1.469
H -1.238 1.493 0.215
H -3.473 0.522 0.626
C -7.463 5.040 -1.490
C -8.137 6.090 -2.097
C -9.498 5.987 -2.351
C -10.185 4.836 -1.991
C -9.510 3.787 -1.381
C -8.148 3.888 -1.133
H -6.401 5.119 -1.293
H -7.602 6.990 -2.372
H -10.023 6.803 -2.830
H -11.247 4.756 -2.185
H -10.046 2.890 -1.098
H -7.619 3.069 -0.662
C -0.584 -8.575 0.975
C 0.692 -8.415 1.496
C 1.374 -9.511 2.006
C 0.783 -10.767 1.989
C -0.493 -10.927 1.465
C -1.178 -9.830 0.961
H -1.116 -7.718 0.578
H 1.155 -7.438 1.503
H 2.368 -9.385 2.417
H 1.317 -11.623 2.384
H -0.954 -11.907 1.450
H -2.175 -9.953 0.557
C -3.469 9.128 -1.859
C -2.184 9.247 -1.347
C -1.541 8.137 -0.816
C -2.180 6.905 -0.803
C -3.463 6.786 -1.318
C -4.109 7.897 -1.843
H -3.970 9.995 -2.271
H -1.682 10.207 -1.362
H -0.541 8.230 -0.412
H -1.678 6.037 -0.394
H -3.958 5.823 -1.309
H -5.112 7.803 -2.241
C 6.089 -6.437 0.629
C 6.990 -7.456 0.905
C 6.803 -8.268 2.015
C 5.708 -8.067 2.845
C 4.805 -7.049 2.566
C 4.997 -6.232 1.461
H 6.236 -5.801 -0.235
H 7.841 -7.617 0.255
H 7.510 -9.059 2.234
H 5.559 -8.702 3.709
H 3.949 -6.890 3.210
H 4.293 -5.437 1.249

***

# 3
14
Properties=species:S:1:pos:R:3 method="wB97M-V/def2-TZVPD" homo_lumo_gap_ev=8.93 relative_energy_kcal_mol=95.0 e_lumo_ev=0.012 fmax_ev_per_a=2.27
C -1.955 0.791 -0.046
C -0.497 1.073 0.039
C 0.461 0.132 0.067
C 0.220 -1.347 0.065
O 1.775 0.553 0.080
N 2.805 -0.408 -0.079
O 3.885 0.086 -0.053
H -2.527 1.596 0.406
H -2.217 -0.145 0.439
H -2.241 0.724 -1.098
H -0.198 2.111 0.011
H -0.617 -1.610 0.705
H 1.111 -1.869 0.410
H -0.004 -1.687 -0.947

***

# 4
37
Properties=species:S:1:pos:R:3 method="wB97M-V/def2-TZVPD" homo_lumo_gap_ev=7.95 e_lumo_ev=0.248 fmax_ev_per_a=16.82
O -1.017 2.110 -2.805
S 0.314 2.264 -3.229
O 1.081 1.293 -4.036
N 1.270 2.655 -1.954
C 1.387 1.627 -1.099
C 0.387 0.995 -0.601
C 0.586 0.209 0.465
N 0.035 -0.978 0.987
C 0.825 -1.516 1.950
N 1.918 -1.018 2.091
C 2.186 0.052 1.163
C 3.161 0.849 0.617
C 2.623 1.600 -0.439
H 3.604 2.398 -0.580
H 4.009 0.721 1.105
C 0.232 -2.407 2.911
C 0.739 -3.231 3.898
C -0.094 -4.080 4.403
C -1.051 -4.077 3.713
O -0.972 -2.891 2.807
Br -2.779 -4.836 3.603
H 0.165 -4.667 5.243
H 2.007 -3.020 4.304
H -0.975 -0.986 0.947
H -0.246 0.817 -1.158
H 2.170 3.093 -2.196
C 0.234 3.967 -4.151
C -0.185 4.975 -3.467
C -0.345 6.401 -4.097
C 0.428 6.509 -5.171
C 1.350 5.421 -5.766
C 1.214 4.127 -5.320
H 1.769 3.355 -5.564
H 1.731 5.620 -6.732
H 0.470 7.490 -5.718
H -0.700 7.090 -3.556
H -0.889 4.660 -2.756

***

# 5
53
Properties=species:S:1:pos:R:3 method="wB97M-V/def2-TZVPD" homo_lumo_gap_ev=8.33 relative_energy_kcal_mol=9.3 e_lumo_ev=0.638 fmax_ev_per_a=5.30
Hg -1.217 0.311 -0.436
C -3.973 2.520 1.751
C -3.071 1.751 0.784
O -2.366 2.331 -0.085
O -3.221 0.550 0.804
H -4.457 1.977 2.564
H -4.739 2.983 1.129
H -3.318 3.292 2.154
C 0.791 -3.560 -0.981
C -0.420 -3.074 -0.108
C -0.048 -3.144 1.374
O -1.128 -1.998 -0.676
H 1.635 -2.884 -0.838
H 0.662 -3.512 -2.063
H 1.124 -4.587 -0.833
H -1.104 -3.921 -0.146
H 0.144 -4.159 1.724
H -0.995 -2.819 1.805
H 0.569 -2.357 1.808
C -1.726 1.784 -3.876
C -1.372 0.268 -3.501
C 0.194 0.141 -3.231
O 0.506 0.719 -1.958
C 1.945 0.662 -1.708
N -2.262 -0.228 -2.537
H -1.970 2.464 -3.059
H -2.565 1.829 -4.570
H -0.964 2.189 -4.541
H -1.410 -0.140 -4.511
H 0.749 0.527 -4.086
H 0.466 -0.914 -3.224
H 2.409 1.114 -2.584
H 2.329 -0.356 -1.647
H 2.264 1.107 -0.766
H -2.100 -1.199 -2.313
H -3.102 -0.160 -3.094
C 0.070 1.996 2.981
C 1.056 1.235 2.116
C 2.264 0.453 2.741
O 3.177 -0.034 1.782
C 4.410 -0.481 2.329
N 0.329 0.277 1.304
H -0.860 2.322 2.516
H 0.524 2.958 3.219
H -0.111 1.517 3.943
H 1.487 2.027 1.503
H 1.741 -0.341 3.273
H 2.740 1.099 3.479
H 4.911 -1.110 1.593
H 4.247 -1.143 3.179
H 5.051 0.353 2.614
H -0.258 -0.213 1.964
H 0.965 -0.418 0.942

***

# 6
46
Properties=species:S:1:pos:R:3 method="wB97M-V/def2-TZVPD" homo_lumo_gap_ev="6.19 / 5.58" relative_energy_kcal_mol=6.8 multiplicity=5 e_lumo_ev="1.734 / 0.320" fmax_ev_per_a=0.99 s_squared=6.04 total_charge=-1
Ru 2.208 -1.496 -0.293
S 2.416 -6.249 0.461
Sb 2.952 -4.665 -1.053
S 1.990 -1.628 2.108
S 4.118 -2.793 -0.039
S 1.182 -3.068 -1.507
N 0.060 6.164 1.522
C 0.501 5.000 0.881
C 0.870 5.034 -0.464
C 1.261 3.876 -1.112
C 1.287 2.681 -0.413
C 0.915 2.625 0.923
C 0.519 3.783 1.564
S 1.828 1.210 -1.203
O 3.033 0.749 -0.504
O 1.942 1.445 -2.611
N 0.788 0.047 -0.760
C -0.481 -0.004 -1.274
N -0.969 1.083 -1.893
C -2.214 0.996 -2.336
C -2.997 -0.134 -2.179
C -2.394 -1.191 -1.515
N -1.154 -1.137 -1.062
H 0.421 7.016 1.123
H 0.177 6.151 2.523
H 0.839 5.974 -1.003
H 1.535 3.883 -2.158
H 0.927 1.676 1.446
H 0.214 3.749 2.604
H -2.598 1.880 -2.838
H -4.012 -0.186 -2.544
H -2.923 -2.122 -1.330
S 0.114 -0.901 2.457
C -0.991 -2.252 2.119
C -2.352 -1.985 2.268
C -3.286 -2.975 2.011
C -2.872 -4.237 1.598
C -1.517 -4.497 1.453
C -0.575 -3.512 1.715
H -2.672 -0.994 2.572
H -4.340 -2.756 2.128
H -3.602 -5.009 1.393
H -1.173 -5.471 1.125
H 0.479 -3.727 1.594
I 4.945 -1.588 -2.583
I 5.602 -0.448 -4.917

***

# 7
10
Properties=species:S:1:pos:R:3 method="wB97M-V/def2-TZVPD" homo_lumo_gap_ev=8.30 relative_energy_kcal_mol=24.4 e_lumo_ev=-1.334 fmax_ev_per_a=2.16
C -1.527 0.169 1.400
C 1.904 1.254 0.912
C -0.519 -0.904 -2.363
N -2.196 0.057 2.305
N 0.760 0.968 1.128
N -1.188 -0.003 -2.640
N -0.394 -1.281 -0.009
S -0.483 0.287 0.045
S 3.404 1.504 0.594
S 0.239 -2.049 -1.373

***

# 8
10
Properties=species:S:1:pos:R:3 method="wB97M-V/def2-TZVPD" homo_lumo_gap_ev=10.76 smiles=C#CC[NH3+] relative_energy_kcal_mol=34.3 e_lumo_ev=-4.277 fmax_ev_per_a=2.49 total_charge=+1
C -2.076 0.889 0.338
C -1.067 0.225 0.400
C 0.272 -0.215 0.644
N 1.049 -0.345 -0.714
H -2.988 1.264 -0.132
H 0.163 -1.169 1.099
H 0.952 0.302 1.287
H 0.475 0.145 -1.502
H 1.399 -1.346 -0.850
H 1.820 0.249 -0.568

***

# 9
17
Properties=species:S:1:pos:R:3 method="wB97M-V/def2-TZVPD" homo_lumo_gap_ev=8.76 relative_energy_kcal_mol=120.0 e_lumo_ev=-0.418 fmax_ev_per_a=5.59
C -2.189 1.168 -0.526
C -1.386 0.141 0.255
C 0.004 0.619 0.640
O 0.730 -0.347 1.428
C 1.729 -0.285 0.407
C 2.066 -1.553 -0.324
C 0.982 0.640 -0.505
H -1.645 1.465 -1.427
H -2.344 2.065 0.081
H -3.171 0.790 -0.820
H -1.332 -0.774 -0.339
H -1.907 -0.153 1.170
H -0.061 1.590 1.149
H 2.691 0.149 0.721
H 2.762 -1.549 -1.160
H 2.105 -2.393 0.376
H 0.968 -1.572 -1.126

***

# 10
6
Properties=species:S:1:pos:R:3 method="wB97M-V/def2-TZVPD" homo_lumo_gap_ev="6.73 / 6.73" e_lumo_ev="-0.601 / -0.449" fmax_ev_per_a=1.75
P -0.589 2.081 -0.842
F 0.318 -0.553 1.871
Li -1.033 -0.001 0.816
O -0.145 0.720 -1.589
O 0.196 -0.278 -0.681
K 1.253 -1.970 0.423

***

# 11
18
Properties=species:S:1:pos:R:3 method="wB97M-V/def2-TZVPD" homo_lumo_gap_ev=9.92 relative_energy_kcal_mol=245.6 e_lumo_ev=0.393 fmax_ev_per_a=4.71
C 0.135 -1.270 2.044
C -0.554 0.064 1.450
C -0.315 -0.660 -0.984
C -1.747 1.032 -1.803
H -0.227 -1.890 1.113
H 1.211 -1.496 1.651
H -0.005 -1.335 3.345
H -1.537 -0.176 1.059
H -0.585 0.885 2.193
H 0.445 -1.313 -1.327
H -1.258 -1.335 -0.619
H -1.453 2.429 -1.545
H -2.351 0.525 -0.548
H -2.272 0.948 -2.984
N 0.167 0.294 0.062
N 1.588 0.175 0.095
O -0.759 0.061 -2.091
O 2.088 0.500 1.132

***

# 12
68
Properties=species:S:1:pos:R:3 method="wB97M-V/def2-TZVPD" homo_lumo_gap_ev="9.11 / 10.33" relative_energy_kcal_mol=2.8 multiplicity=6 e_lumo_ev="0.254 / 0.246" fmax_ev_per_a=2.23 s_squared=8.75
Mn -0.477 0.167 0.365
C 0.085 4.060 2.733
F -0.727 3.433 3.588
F -0.078 5.370 2.891
F 1.351 3.751 3.083
S -0.279 3.555 1.014
O 0.819 4.047 0.233
O -0.301 2.089 1.134
O -1.570 4.125 0.754
C -1.801 -3.783 -1.061
F -1.395 -3.546 -2.312
F -2.917 -3.055 -0.847
F -2.112 -5.079 -0.957
S -0.506 -3.368 0.155
O 0.706 -3.860 -0.431
O -0.609 -1.907 0.212
O -0.967 -3.998 1.364
C -4.131 -0.159 2.975
C -2.770 0.192 2.410
C -1.727 -0.773 2.943
O -0.423 -0.359 2.515
C 0.597 -0.991 3.265
N -2.759 0.102 0.900
H -4.472 -1.149 2.664
H -4.897 0.571 2.710
H -4.099 -0.161 4.071
H -2.493 1.220 2.644
H -1.943 -1.789 2.587
H -1.739 -0.771 4.037
H 0.365 -0.935 4.330
H 1.520 -0.467 3.050
H 0.688 -2.044 2.975
H -3.493 0.739 0.584
H -3.187 -0.805 0.680
C -2.682 0.663 -3.502
C -1.671 0.080 -2.498
C -0.550 -0.571 -3.220
O 0.357 -1.088 -2.283
C 1.442 -1.760 -2.891
N -1.156 1.085 -1.492
H -3.252 -0.151 -3.958
H -2.195 1.175 -4.338
H -3.385 1.338 -3.016
H -2.230 -0.678 -1.938
H -0.042 0.193 -3.841
H -0.952 -1.364 -3.861
H 2.008 -2.248 -2.103
H 2.100 -1.042 -3.405
H 1.088 -2.502 -3.612
H -1.964 1.688 -1.329
H -0.544 1.695 -2.046
C 3.107 1.215 1.641
C 2.731 1.059 0.178
C 3.984 0.711 -0.620
O 3.627 0.568 -1.979
C 4.644 -0.022 -2.742
N 1.715 -0.016 -0.034
H 3.799 2.043 1.797
H 3.528 0.306 2.079
H 2.226 1.481 2.233
H 2.328 1.997 -0.204
H 4.405 -0.223 -0.219
H 4.706 1.529 -0.497
H 5.560 0.577 -2.701
H 4.301 -0.085 -3.772
H 4.856 -1.041 -2.391
H 1.778 -0.150 -1.050
H 2.075 -0.888 0.358

***

What did the second record say?
97
Properties=species:S:1:pos:R:3 method="wB97M-V/def2-TZVPD" homo_lumo_gap_ev=6.42 e_lumo_ev=2.180 fmax_ev_per_a=1.96 total_charge=-1
C 3.567 3.709 2.152
C 2.257 3.458 1.752
C 1.844 2.282 0.983
Al 2.914 1.941 -0.720
P 4.498 0.229 -0.276
N 3.989 -0.730 0.921
C 3.684 3.712 -1.373
Cl 2.247 4.749 -1.830
C 4.549 3.662 -2.631
C 5.211 5.036 -2.920
Cl 5.867 2.450 -2.478
H 4.330 4.059 1.466
H 3.891 3.616 3.186
H 1.467 4.159 2.062
H 1.826 1.445 1.683
H 0.808 2.436 0.654
H 1.894 1.414 -1.845
H 4.682 -0.571 -1.436
H 5.763 0.736 0.112
H 3.085 -0.422 1.260
H 4.230 4.284 -0.625
H 3.937 3.439 -3.500
H 4.773 5.809 -2.291
H 6.278 5.005 -2.714
H 5.041 5.347 -3.950
C 2.151 -3.385 1.640
C 1.138 -3.625 0.721
C 0.111 -4.510 1.026
C 0.090 -5.150 2.258
C 1.097 -4.908 3.182
C 2.127 -4.029 2.872
H 2.956 -2.697 1.392
H 1.154 -3.121 -0.237
H -0.673 -4.703 0.303
H -0.710 -5.840 2.499
H 1.080 -5.408 4.144
H 2.917 -3.847 3.591
C -4.446 1.749 -0.841
C -4.285 2.749 -1.791
C -3.030 3.299 -2.014
C -1.933 2.848 -1.293
C -2.094 1.846 -0.346
C -3.350 1.299 -0.117
H -5.425 1.321 -0.664
H -5.139 3.100 -2.359
H -2.906 4.082 -2.751
H -0.952 3.274 -1.469
H -1.238 1.493 0.215
H -3.473 0.522 0.626
C -7.463 5.040 -1.490
C -8.137 6.090 -2.097
C -9.498 5.987 -2.351
C -10.185 4.836 -1.991
C -9.510 3.787 -1.381
C -8.148 3.888 -1.133
H -6.401 5.119 -1.293
H -7.602 6.990 -2.372
H -10.023 6.803 -2.830
H -11.247 4.756 -2.185
H -10.046 2.890 -1.098
H -7.619 3.069 -0.662
C -0.584 -8.575 0.975
C 0.692 -8.415 1.496
C 1.374 -9.511 2.006
C 0.783 -10.767 1.989
C -0.493 -10.927 1.465
C -1.178 -9.830 0.961
H -1.116 -7.718 0.578
H 1.155 -7.438 1.503
H 2.368 -9.385 2.417
H 1.317 -11.623 2.384
H -0.954 -11.907 1.450
H -2.175 -9.953 0.557
C -3.469 9.128 -1.859
C -2.184 9.247 -1.347
C -1.541 8.137 -0.816
C -2.180 6.905 -0.803
C -3.463 6.786 -1.318
C -4.109 7.897 -1.843
H -3.970 9.995 -2.271
H -1.682 10.207 -1.362
H -0.541 8.230 -0.412
H -1.678 6.037 -0.394
H -3.958 5.823 -1.309
H -5.112 7.803 -2.241
C 6.089 -6.437 0.629
C 6.990 -7.456 0.905
C 6.803 -8.268 2.015
C 5.708 -8.067 2.845
C 4.805 -7.049 2.566
C 4.997 -6.232 1.461
H 6.236 -5.801 -0.235
H 7.841 -7.617 0.255
H 7.510 -9.059 2.234
H 5.559 -8.702 3.709
H 3.949 -6.890 3.210
H 4.293 -5.437 1.249

***

Copy entry 10 word for word.
6
Properties=species:S:1:pos:R:3 method="wB97M-V/def2-TZVPD" homo_lumo_gap_ev="6.73 / 6.73" e_lumo_ev="-0.601 / -0.449" fmax_ev_per_a=1.75
P -0.589 2.081 -0.842
F 0.318 -0.553 1.871
Li -1.033 -0.001 0.816
O -0.145 0.720 -1.589
O 0.196 -0.278 -0.681
K 1.253 -1.970 0.423